Computed, not measured: a 2-piece molecular cluster, C29H56ClF3I2N5O3S overall in a non-equilibrium geometry, with the ωB97M-V functional and the def2-TZVPD basis.

ORCA input file:
```
! RIJCOSX wB97M-V def2-TZVPD def2/J DEFGRID3
* xyz 1 1
I -1.64 5.14 4.12
I -1.63 1.80 4.55
Cl -1.70 -0.94 2.23
S 3.69 -2.16 -2.46
F 4.49 0.10 2.39
F 2.77 0.50 4.46
F 2.57 2.56 3.73
O -2.07 1.00 -1.18
O 3.98 -1.46 -1.23
O 2.46 -1.96 -3.18
N 0.02 0.28 -0.53
N -1.06 1.64 1.50
N -0.41 -1.19 -2.45
N -5.59 -0.10 0.35
N 0.59 -3.45 6.25
C -1.89 0.46 1.12
C -1.40 0.08 -0.31
C 0.55 -0.31 -1.76
C -3.68 2.71 -3.07
C -3.07 0.47 -2.04
C -3.17 1.28 -3.33
C 1.26 -1.19 0.99
C 5.14 -4.31 -3.09
C 0.94 0.31 0.63
C 2.98 1.33 3.51
C -0.76 3.91 2.55
C -1.90 1.22 -4.18
C 0.35 1.16 1.76
C -0.94 4.69 1.24
C 1.56 -1.62 2.42
C 1.32 -3.18 2.53
C -1.56 2.57 2.54
C 5.06 -1.92 -3.59
C 6.02 -3.06 -3.26
C -3.69 3.57 -4.35
C -5.10 2.76 -2.50
C 1.38 -3.39 5.01
C -4.26 -0.54 0.88
C 3.95 -3.91 -2.20
C 0.50 -3.52 3.78
C 3.53 1.03 2.36
C -3.41 0.72 1.14
C 2.25 0.95 0.08
C 3.25 1.64 1.04
H 0.91 2.10 1.77
H -0.42 4.15 0.44
H 5.69 -5.14 -2.67
H -5.68 -0.43 -0.60
H 2.81 0.22 -0.49
H 0.91 -3.59 1.61
H 0.40 -1.77 0.66
H 3.05 -4.45 -2.46
H -0.06 -1.22 -3.41
H -2.57 2.92 2.32
H -4.25 4.48 -4.17
H -3.95 0.78 -3.91
H 2.08 -1.56 0.37
H 4.18 -4.06 -1.14
H 0.06 -4.52 3.76
H 5.50 -0.93 -3.43
H -5.24 2.18 -1.59
H 2.29 -3.67 2.67
H -0.19 -2.79 6.20
H -5.86 2.52 -3.24
H 0.46 0.76 2.75
H -1.99 4.84 1.00
H -0.44 5.64 1.35
H -4.28 3.02 -5.10
H 1.92 1.72 -0.63
H 2.91 2.67 1.23
H 2.14 -4.17 5.06
H 6.76 -3.20 -4.05
H -3.69 1.55 0.50
H -4.45 -1.05 1.82
H -4.06 0.57 -1.58
H 0.76 0.49 -2.47
H 1.93 -2.43 5.00
H 2.59 -1.51 2.73
H -1.77 0.18 -4.49
H 1.15 -3.13 7.03
H 1.48 -0.89 -1.68
H -2.95 -0.58 -2.30
H -5.29 3.80 -2.22
H -6.29 -0.55 0.92
H 4.77 -4.63 -4.07
H -1.76 -0.94 -0.45
H -3.82 -1.20 0.14
H -0.32 -2.80 3.93
H -2.69 3.79 -4.73
H -0.97 2.21 0.64
H 0.93 -1.20 3.21
H 4.67 -2.00 -4.60
H -2.99 3.21 -2.38
H -2.01 1.78 -5.11
H -1.01 1.59 -3.68
H -3.67 1.02 2.16
H 0.28 3.75 2.82
H 4.19 1.77 0.52
H -0.37 -2.12 -2.06
H 6.55 -2.85 -2.33
*
```

## Properties
F_max ... 2.45 eV/Å
Orbital gap ... 0.306 Eh